C24H46AlClN6OP | wB97M-V/def2-TZVPD

Positions of all 80 atoms, in Å:
O 3.37 -5.26 -1.74
P 2.47 -4.24 -2.77
Al 0.19 -4.78 -2.27
Cl 2.89 -2.28 -2.08
H 3.20 -6.14 -2.09
H -0.74 -3.54 -2.53
H -0.13 -6.02 -3.24
H 0.18 -5.27 -0.72
C -3.96 0.64 -1.36
C -2.48 0.36 -1.10
C -1.90 -0.72 -2.02
C -2.59 -2.00 -1.85
N -3.04 -3.04 -1.71
H -4.57 -0.24 -1.17
H -4.32 1.44 -0.71
H -4.12 0.96 -2.40
H -2.35 0.06 -0.06
H -1.91 1.28 -1.25
H -0.85 -0.88 -1.81
H -2.00 -0.42 -3.07
C 3.23 -2.68 3.70
C 2.57 -3.87 3.00
C 2.00 -3.52 1.62
C 0.97 -2.48 1.74
N 0.17 -1.66 1.84
H 2.50 -1.88 3.89
H 3.64 -2.98 4.66
H 4.03 -2.27 3.09
H 1.78 -4.26 3.64
H 3.31 -4.66 2.88
H 1.56 -4.39 1.15
H 2.79 -3.15 0.96
C -7.59 -5.47 -3.73
C -6.45 -4.73 -3.04
C -5.22 -4.54 -3.94
C -4.69 -5.85 -4.35
N -4.31 -6.88 -4.67
H -7.30 -6.48 -4.01
H -8.45 -5.55 -3.07
H -7.91 -4.95 -4.64
H -6.16 -5.26 -2.14
H -6.80 -3.74 -2.73
H -4.45 -3.99 -3.40
H -5.48 -3.98 -4.84
C -0.93 2.86 1.58
C 0.29 3.75 1.35
C 0.22 4.55 0.05
C 0.15 3.67 -1.12
N 0.12 2.97 -2.03
H -1.02 2.11 0.80
H -0.85 2.34 2.54
H -1.85 3.46 1.60
H 1.19 3.13 1.35
H 0.39 4.45 2.18
H 1.11 5.17 -0.06
H -0.65 5.20 0.04
C 5.10 1.43 -1.16
C 3.79 1.45 -1.94
C 3.54 2.77 -2.66
C 3.46 3.88 -1.71
N 3.39 4.74 -0.95
H 5.11 2.18 -0.37
H 5.25 0.45 -0.69
H 5.96 1.62 -1.81
H 2.97 1.24 -1.26
H 3.80 0.64 -2.67
H 2.60 2.73 -3.21
H 4.34 2.98 -3.38
C 0.55 6.37 5.30
C 2.05 6.42 5.57
C 2.84 5.45 4.69
C 2.42 4.06 4.93
N 2.08 2.98 5.11
H 0.14 5.39 5.52
H 0.03 7.10 5.92
H 0.34 6.61 4.26
H 2.24 6.19 6.62
H 2.42 7.43 5.39
H 3.91 5.52 4.90
H 2.70 5.68 3.64

Its frontier orbital gap is 5.66 eV. For the LUMO energy, the calculation gives 1.923 eV. The total charge is -1.

CH3NO2S2 | wB97M-V/def2-TZVPD

Positions of all 9 atoms, in Å:
O 1.50 -0.52 -0.05
C 0.40 -0.18 0.18
N -0.26 0.94 -0.23
S 0.48 2.22 -1.21
O -0.57 -0.92 0.84
S -0.55 -2.51 1.11
H -1.21 0.79 -0.30
H 0.74 3.14 -0.13
H -0.53 -2.96 -0.20

Its frontier orbital gap is 9.76 eV. For the LUMO energy, the calculation gives 0.345 eV.

C14H17N3O2S | wB97M-V/def2-TZVPD

Positions of all 37 atoms, in Å:
C 5.24 0.27 -0.88
O 4.48 -0.45 0.06
C 3.20 -0.04 0.31
C 2.56 1.01 -0.33
C 1.25 1.34 0.00
C 0.56 0.61 0.96
N -0.77 0.88 1.32
C -1.65 1.73 0.73
O -1.36 2.54 -0.13
C -3.06 1.54 1.22
S -3.93 0.28 0.18
C -2.56 -0.66 -0.42
C -1.95 -1.78 0.18
C -2.35 -2.46 1.44
N -0.92 -2.17 -0.55
N -0.87 -1.34 -1.60
C -1.84 -0.41 -1.58
C -2.01 0.63 -2.62
C 1.21 -0.45 1.59
C 2.50 -0.77 1.27
H 6.21 -0.22 -0.90
H 5.36 1.32 -0.60
H 4.79 0.21 -1.88
H 3.06 1.60 -1.08
H 0.77 2.16 -0.50
H -1.14 0.23 2.00
H -3.63 2.46 1.10
H -3.11 1.21 2.26
H -1.48 -2.72 2.03
H -2.88 -3.38 1.20
H -3.02 -1.82 2.01
H -0.15 -1.46 -2.29
H -1.72 1.61 -2.22
H -1.40 0.41 -3.49
H -3.06 0.70 -2.91
H 0.68 -1.03 2.34
H 3.01 -1.60 1.76

Its frontier orbital gap is 8.67 eV. For the LUMO energy, the calculation gives 0.710 eV.

C9H12 | wB97M-V/def2-TZVPD

Positions of all 21 atoms, in Å:
C -1.09 -1.53 1.48
C 0.20 -1.49 1.13
C 0.26 -0.21 0.30
C -1.11 0.33 0.36
C -2.04 -0.57 0.98
C 1.00 0.95 0.50
C 0.92 1.95 -0.86
C 0.77 0.81 -2.04
C 0.67 -0.65 -1.26
H -1.59 -2.29 2.17
H 0.80 -2.16 1.71
H -1.45 1.35 0.01
H -3.13 -0.60 1.00
H 2.01 0.52 0.55
H 0.61 1.48 1.36
H 0.11 2.57 -0.86
H 2.03 2.17 -0.99
H 0.04 1.11 -2.82
H 1.56 0.70 -2.75
H 1.61 -1.06 -1.28
H -0.06 -1.31 -1.64

Its frontier orbital gap is 9.03 eV. For the LUMO energy, the calculation gives 0.897 eV.

C65H165N11O22 | wB97M-V/def2-TZVPD

Positions of all 263 atoms, in Å:
C 8.49 3.47 11.98
O 9.45 3.20 12.92
C 9.48 1.87 13.48
C 10.34 1.76 14.76
C 11.79 1.92 14.36
N 10.14 0.40 15.26
H 7.53 3.84 12.34
H 8.36 2.59 11.35
H 8.93 4.23 11.33
H 8.47 1.73 13.88
H 9.71 1.11 12.74
H 10.02 2.52 15.48
H 12.35 1.04 14.05
H 12.27 2.27 15.27
H 11.93 2.70 13.61
H 9.98 -0.30 14.55
H 10.93 0.17 15.85
C 29.62 1.62 25.36
O 28.80 1.86 26.49
C 29.19 2.90 27.35
C 29.28 4.30 26.69
N 27.98 4.85 26.35
C 27.84 6.20 25.84
C 28.19 6.40 24.32
O 27.47 5.46 23.60
C 27.49 5.69 22.18
H 29.53 0.67 24.84
H 30.69 1.68 25.52
H 29.40 2.41 24.64
H 30.14 2.64 27.82
H 28.49 3.04 28.18
H 30.12 4.40 26.00
H 29.61 4.96 27.50
H 27.26 4.26 25.95
H 28.45 6.87 26.44
H 26.81 6.53 25.99
H 29.26 6.44 24.11
H 27.88 7.38 23.96
H 26.97 4.90 21.64
H 28.53 5.73 21.88
H 26.97 6.65 22.10
C 22.50 -4.35 16.38
O 21.45 -5.09 15.75
C 21.75 -6.48 15.79
C 20.71 -7.40 15.14
N 21.23 -8.74 14.96
C 20.44 -9.63 14.13
C 21.27 -10.88 13.78
O 20.68 -11.88 12.96
C 19.58 -12.67 13.40
H 22.46 -4.45 17.46
H 22.35 -3.30 16.11
H 23.48 -4.56 15.95
H 21.95 -6.76 16.82
H 22.70 -6.63 15.28
H 20.45 -6.92 14.19
H 19.86 -7.39 15.82
H 21.38 -9.07 15.90
H 20.02 -9.15 13.25
H 19.54 -9.91 14.68
H 21.72 -11.29 14.68
H 22.10 -10.52 13.17
H 19.41 -13.42 12.63
H 18.67 -12.09 13.56
H 19.85 -13.24 14.28
C 17.85 4.37 18.08
O 19.22 4.56 17.95
C 19.95 3.42 18.29
C 21.46 3.67 18.31
N 21.91 4.52 17.14
C 23.14 5.24 17.42
C 23.56 6.21 16.26
O 22.43 6.99 15.80
C 21.75 7.74 16.80
H 17.51 3.55 17.45
H 17.47 5.28 17.63
H 17.37 4.38 19.06
H 19.79 2.61 17.58
H 19.67 2.97 19.24
H 22.04 2.75 18.26
H 21.67 4.19 19.25
H 21.14 5.09 16.84
H 23.99 4.56 17.39
H 23.30 5.68 18.40
H 23.94 5.81 15.32
H 24.38 6.88 16.50
H 22.48 8.31 17.38
H 21.19 6.97 17.34
H 20.94 8.24 16.27
C 16.30 -0.45 14.17
O 15.58 -1.61 14.44
C 16.22 -2.81 14.03
C 15.32 -4.01 14.24
N 14.10 -3.77 13.54
C 12.90 -4.37 14.14
C 11.80 -4.52 13.12
O 11.03 -3.37 13.02
C 10.17 -3.28 11.91
H 16.83 -0.41 13.22
H 17.12 -0.35 14.88
H 15.64 0.41 14.10
H 17.14 -2.96 14.59
H 16.57 -2.77 13.00
H 15.15 -4.01 15.31
H 15.85 -4.95 14.10
H 14.00 -2.78 13.37
H 12.60 -3.90 15.08
H 13.06 -5.41 14.44
H 11.13 -5.25 13.56
H 12.27 -4.93 12.23
H 9.62 -2.35 11.75
H 9.41 -4.06 11.97
H 10.75 -3.49 11.01
C 16.97 10.12 19.12
O 16.16 10.49 20.21
C 16.98 11.10 21.18
C 16.16 11.43 22.41
N 16.94 12.49 23.11
C 16.24 12.90 24.28
C 16.89 13.81 25.32
O 16.00 14.31 26.31
C 16.54 15.37 26.96
H 17.52 11.02 18.82
H 16.36 9.81 18.28
H 17.60 9.24 19.27
H 17.45 11.98 20.75
H 17.88 10.53 21.41
H 15.96 10.56 23.04
H 15.17 11.81 22.18
H 17.94 12.40 23.22
H 15.90 12.05 24.87
H 15.29 13.34 23.98
H 17.11 14.66 24.66
H 17.82 13.45 25.76
H 16.01 15.56 27.90
H 16.56 16.30 26.41
H 17.56 15.19 27.28
C 20.34 -1.40 9.38
O 20.45 -2.16 10.64
C 21.64 -2.00 11.42
C 21.86 -0.72 12.34
N 22.17 0.42 11.47
C 22.29 1.70 12.17
C 21.72 2.79 11.28
O 20.29 2.63 11.01
C 19.42 3.39 11.94
H 20.34 -0.33 9.56
H 19.42 -1.59 8.83
H 21.19 -1.63 8.73
H 22.42 -2.13 10.67
H 21.76 -2.92 11.99
H 22.75 -0.95 12.92
H 21.03 -0.46 13.00
H 21.48 0.45 10.73
H 23.37 1.87 12.23
H 21.82 1.77 13.15
H 22.27 2.92 10.35
H 21.93 3.73 11.79
H 19.68 4.43 11.78
H 19.52 3.24 13.01
H 18.35 3.28 11.74
C 14.87 8.06 12.97
O 15.71 8.26 11.77
C 15.19 9.21 10.87
C 16.04 10.47 10.74
N 16.37 11.02 12.06
C 17.27 12.20 11.89
C 17.86 12.52 13.29
O 18.89 11.61 13.66
C 20.20 12.12 13.46
H 15.00 8.93 13.61
H 15.17 7.18 13.53
H 13.79 7.99 12.83
H 14.16 9.55 10.96
H 15.36 8.77 9.89
H 15.50 11.16 10.10
H 16.99 10.22 10.27
H 16.88 10.36 12.62
H 16.71 13.05 11.49
H 18.14 11.87 11.32
H 17.08 12.44 14.04
H 18.14 13.57 13.21
H 20.30 12.20 12.38
H 20.99 11.47 13.84
H 20.26 13.05 14.01
C 22.25 7.56 22.63
O 20.83 7.87 22.67
C 20.27 8.31 23.89
C 21.02 9.52 24.39
N 21.03 10.48 23.26
C 21.73 11.72 23.59
C 21.88 12.52 22.29
O 22.75 11.96 21.31
C 22.76 12.61 20.05
H 22.49 7.47 21.57
H 22.39 6.67 23.25
H 22.85 8.35 23.08
H 20.33 7.48 24.59
H 19.24 8.59 23.70
H 21.98 9.30 24.85
H 20.42 9.97 25.18
H 20.96 10.13 22.32
H 22.72 11.57 24.03
H 21.16 12.29 24.32
H 22.29 13.51 22.49
H 20.83 12.61 21.99
H 21.78 12.60 19.56
H 23.47 12.07 19.42
H 23.04 13.66 20.14
C 34.50 0.33 17.99
O 33.38 0.59 17.09
C 32.45 1.55 17.58
C 31.74 1.24 18.94
N 30.73 2.25 19.34
C 29.51 1.60 19.80
C 28.54 1.05 18.67
O 28.34 2.04 17.61
C 27.53 1.63 16.56
H 35.30 -0.28 17.57
H 34.02 -0.12 18.86
H 34.97 1.24 18.34
H 31.60 1.72 16.93
H 33.00 2.46 17.84
H 32.53 1.22 19.70
H 31.26 0.28 18.78
H 30.41 2.57 18.43
H 28.98 2.33 20.41
H 29.78 0.89 20.58
H 27.54 0.70 18.91
H 28.99 0.21 18.15
H 27.70 0.60 16.24
H 27.63 2.35 15.75
H 26.50 1.58 16.91
C 13.34 1.37 20.41
O 14.14 0.47 19.71
C 14.07 -0.88 20.24
C 15.02 -1.84 19.58
N 16.33 -1.83 20.26
C 17.35 -2.62 19.58
C 18.66 -2.68 20.40
O 19.33 -1.51 20.68
C 20.30 -1.55 21.71
H 13.66 1.57 21.43
H 12.26 1.17 20.38
H 13.46 2.28 19.82
H 13.10 -1.36 20.13
H 14.28 -0.78 21.31
H 15.22 -1.42 18.59
H 14.60 -2.85 19.49
H 16.58 -0.85 20.30
H 17.64 -2.04 18.71
H 17.08 -3.66 19.38
H 19.42 -3.29 19.90
H 18.45 -3.33 21.25
H 19.93 -1.81 22.70
H 20.94 -0.67 21.70
H 20.87 -2.48 21.60
C 24.48 8.83 11.28
O 25.14 9.90 10.74
H 23.72 8.56 10.54
H 25.06 7.98 11.63
H 23.92 9.23 12.13
H 24.50 10.48 10.34

Its frontier orbital gap is 8.58 eV. For the LUMO energy, the calculation gives 0.172 eV.

C9H12N3O3 | wB97M-V/def2-TZVPD

Positions of all 27 atoms, in Å:
C 2.01 -3.86 -1.88
C 0.78 -3.09 -2.08
C 3.02 -3.37 -1.21
C 0.38 -1.99 -1.45
C -0.87 1.71 0.68
C 1.52 -0.76 0.34
C -2.03 2.43 1.16
C 2.35 -0.10 1.30
C -3.26 2.80 0.35
N -0.81 3.02 0.60
N 1.17 -1.54 -0.49
N -0.36 0.54 0.60
O 3.89 -2.99 -0.53
O -0.80 -1.38 -1.66
O -2.08 2.60 2.51
H 2.14 -4.78 -2.24
H -0.03 -3.41 -2.79
H 3.50 -0.46 1.22
H 2.23 -0.39 2.28
H 2.40 1.02 1.19
H -3.20 2.81 -0.68
H -3.55 3.80 0.54
H -4.10 2.01 0.46
H -0.17 3.65 0.99
H -1.23 -1.48 -2.55
H -0.91 -0.29 0.62
H -1.97 3.50 2.74

Its frontier orbital gap (alpha / beta) is 8.01 / 8.01 eV. For the LUMO energy (alpha / beta), the calculation gives -3.744 / -3.744 eV. The total charge is +1.

C3H7BO2S | wB97M-V/def2-TZVPD

Positions of all 14 atoms, in Å:
B -0.63 -0.62 -0.08
C 0.81 -1.28 0.26
C 1.54 1.05 0.23
C -2.00 -0.38 -0.81
O 0.35 1.39 -0.46
O 1.63 -0.20 0.91
S -1.98 0.50 0.80
H 0.62 -2.07 0.98
H 1.28 -1.74 -0.53
H 2.22 1.11 -0.54
H 1.80 1.64 1.10
H -2.82 -1.06 -0.60
H -2.33 0.30 -1.60
H -0.50 1.36 0.35

Its frontier orbital gap is 9.57 eV. For the LUMO energy, the calculation gives 0.449 eV.

C4H9IN | wB97M-V/def2-TZVPD

Positions of all 15 atoms, in Å:
C -0.52 0.94 1.52
C -0.75 0.70 0.00
C -0.30 -0.68 -0.66
N 0.75 -1.54 0.05
C 0.30 0.67 -1.00
I 0.03 1.31 -3.08
H 0.65 0.92 1.72
H -1.10 0.23 1.96
H -0.84 1.93 1.70
H -1.71 1.01 -0.36
H -0.93 -1.15 -1.38
H 1.34 -1.85 -0.80
H 0.49 -2.35 0.55
H 1.20 -0.85 0.55
H 1.40 0.70 -0.77

Its frontier orbital gap is 9.36 eV. For the LUMO energy, the calculation gives -3.820 eV. The total charge is +1.

Number 1: molecular weight 528.082 g/mol. Number 2: molecular weight 125.174 g/mol. Number 3: molecular weight 291.376 g/mol. Number 4: molecular weight 120.195 g/mol. Number 5: molecular weight 1453.090 g/mol. Number 6: molecular weight 210.213 g/mol. Number 7: molecular weight 117.966 g/mol. Number 8: molecular weight 198.027 g/mol.